[1]
DFT (ωB97M-V with the def2-TZVPD basis set) results for a cluster of 2 separate species, C2H8NO4 in total at a distorted geometry.

Properties
ΔE to the lowest compared entry with this formula, charge and spin: 4.764 eV
E_tot: -11873.0056 eV
Charge: +1
HOMO-LUMO gap: 11.18 eV
LUMO: -3.58 eV

CARTESIAN COORDINATES (ANGSTROEM)
O: 0.6364 -0.2260 0.5242
O: 2.1992 2.7297 -0.5400
O: -1.2857 0.9244 -0.2479
O: 1.0146 1.8767 -0.7013
N: -1.3384 -1.2620 0.1455
C: -0.8779 -2.5813 0.5799
C: -0.5724 -0.1664 0.1403
H: -0.4483 -2.5310 1.4850
H: 2.5652 2.7210 -1.3636
H: -0.0241 -2.9416 -0.0391
H: -0.7423 1.8131 -0.4198
H: -1.7552 -3.2581 0.5991
H: 1.8344 3.5247 -0.2545
H: 1.1283 0.5933 0.2372
H: -2.3340 -1.2165 -0.1451


[2]
DFT (ωB97M-V with the def2-TZVPD basis set) results for a cluster of 2 separate species, C2H8NO4 in total at a distorted geometry.

Properties
ΔE to the lowest compared entry with this formula, charge and spin: 2.981 eV
E_tot: -11868.9334 eV
Charge: +1
HOMO-LUMO gap (spin up / spin down): 9.50 / 7.51 eV
LUMO (spin up / spin down): -3.32 / -7.97 eV
2S+1: 3

CARTESIAN COORDINATES (ANGSTROEM)
O: -1.8584 -1.4381 1.0521
O: -2.4004 0.5902 -0.1494
O: -1.2581 0.1583 -2.0209
O: -1.1748 -1.3206 -0.2549
N: 0.2945 0.8198 0.0870
C: 1.1981 -0.1416 0.7286
C: -1.4491 -0.1003 -0.7553
H: -1.2030 1.1086 -2.0383
H: -2.8058 0.2304 0.6853
H: 2.1816 0.2743 0.8538
H: 0.7138 -0.3069 1.6823
H: -1.7170 -2.2465 1.3780
H: 0.1614 1.7315 0.5649
H: 0.7230 1.0575 -0.7007
H: 1.1132 -1.0503 0.1835


[3]
DFT (ωB97M-V with the def2-TZVPD basis set) results for the ion C2H8NO4 with charge +1 at a distorted geometry.

Properties
ΔE to the lowest compared entry with this formula, charge and spin: 2.276 eV
E_tot: -11869.6387 eV
Charge: +1
HOMO-LUMO gap (spin up / spin down): 5.85 / 9.98 eV
LUMO (spin up / spin down): -3.41 / -5.51 eV
2S+1: 3

CARTESIAN COORDINATES (ANGSTROEM)
O: -2.2457 0.8510 -0.1457
O: -0.3386 -0.7476 -1.2975
O: -0.9195 0.9297 0.3404
O: -1.0268 -1.4651 0.7820
N: 1.6449 0.7322 -0.1844
C: 1.1103 -0.4466 0.5309
C: -0.3274 -0.6217 0.0403
H: -2.6438 1.6682 0.1904
H: 2.5687 1.0227 0.1532
H: 1.6809 -1.3484 0.3009
H: 1.6774 0.5176 -1.1919
H: -1.2333 -0.8438 -1.6595
H: -1.9783 -1.4485 0.5812
H: 1.0922 -0.2831 1.6091
H: 0.9390 1.4835 -0.0494


[4]
DFT (ωB97M-V with the def2-TZVPD basis set) results for the molecule C2H8NOPS at a distorted geometry.

Properties
ΔE to the lowest compared entry with this formula, charge and spin: 4.255 eV
SMILES: CS[P@@](C)(N)=O
E_tot: -25863.5408 eV
Charge: 0
HOMO-LUMO gap: 8.84 eV
LUMO: 0.45 eV

CARTESIAN COORDINATES (ANGSTROEM)
S: -1.4917 0.3053 1.0649
P: 0.4548 -0.1352 0.5568
O: 0.7299 -2.0604 0.5977
N: 1.4760 0.4576 1.7313
C: 0.9935 0.6646 -1.0273
C: -2.1243 -0.4708 -0.5782
H: 1.1861 0.0882 2.6633
H: -2.3825 -1.5135 -0.4366
H: -3.0183 0.1476 -0.9006
H: 0.6517 1.7001 -1.0318
H: -1.3120 -0.1450 -1.2043
H: 0.4873 0.2871 -1.9301
H: 1.9588 0.5403 -1.1762
H: 2.3907 0.1341 1.6711


[5]
DFT (ωB97M-V with the def2-TZVPD basis set) results for a cluster of 2 separate species, C2H8NOS in total.

Properties
ΔE to the lowest compared entry with this formula, charge and spin: 1.672 eV
E_tot: -16576.1572 eV
Charge: -1
HOMO-LUMO gap: 6.16 eV
LUMO: 3.55 eV

CARTESIAN COORDINATES (ANGSTROEM)
S: -0.1136 2.8706 0.3466
O: 0.5087 -2.2101 0.6342
N: 0.2364 -0.2184 -0.7078
C: 1.0405 -1.0500 0.2959
C: -1.1875 -0.3642 -0.4252
H: 0.1286 2.5553 1.6245
H: -1.3616 -0.1249 0.6254
H: -1.7734 0.3359 -1.0321
H: 2.0342 -1.1564 -0.1994
H: 1.1738 -0.3387 1.1606
H: -1.5421 -1.3852 -0.5774
H: 0.4358 -0.6196 -1.6158
H: 0.4199 1.7057 -0.1296


[6]
DFT (ωB97M-V with the def2-TZVPD basis set) results for a cluster of 2 separate species, C2H8NOS2 in total at a distorted geometry.

Properties
ΔE to the lowest compared entry with this formula, charge and spin: 0.913 eV
E_tot: -27404.3512 eV
Charge: +1
HOMO-LUMO gap: 9.81 eV
LUMO: -3.81 eV

CARTESIAN COORDINATES (ANGSTROEM)
S: 1.5961 2.0301 -0.3188
S: -3.1649 0.0556 -0.1646
O: 0.1386 -1.6365 -0.0406
N: 2.0475 -0.7839 0.5286
C: 0.3345 0.6742 -0.4429
C: 0.8968 -0.6442 -0.0167
H: 0.7026 2.9726 -0.4335
H: -0.7073 -1.2852 -0.4093
H: 0.1871 0.6470 -1.6009
H: -3.1566 -1.3446 -0.0680
H: 2.7674 -0.1303 0.9269
H: -0.5393 0.8502 0.2561
H: 2.3721 -1.7281 0.7129
H: -3.4745 0.3232 1.0708


[7]
DFT (ωB97M-V with the def2-TZVPD basis set) results for a cluster of 2 separate species, C2H8NPS in total at a distorted geometry.

Properties
ΔE to the lowest compared entry with this formula, charge and spin: 3.182 eV
E_tot: -23814.2879 eV
Charge: 0
HOMO-LUMO gap (spin up / spin down): 7.62 / 8.29 eV
LUMO (spin up / spin down): -0.85 / 0.29 eV

CARTESIAN COORDINATES (ANGSTROEM)
S: -1.4658 1.1090 0.9542
P: 0.3935 0.4175 0.0486
N: -0.0641 0.1405 -1.5229
C: 1.1896 1.9458 -0.1324
C: -0.5188 -2.5670 1.2533
H: 0.2035 -0.7342 -1.9689
H: 0.0322 -3.0827 2.0771
H: -0.0871 1.0019 -2.1267
H: 1.8531 2.0033 -0.9707
H: -1.3903 1.9661 -0.0910
H: -1.1988 -1.7332 1.4977
H: 1.4274 2.5995 0.6511
H: -0.3744 -3.0664 0.3308


[8]
DFT (ωB97M-V with the def2-TZVPD basis set) results for a cluster of 2 separate species, C2H8NS in total.

Properties
ΔE to the lowest compared entry with this formula, charge and spin: 0.383 eV
E_tot: -14529.7107 eV
Charge: -1
HOMO-LUMO gap: 6.00 eV
LUMO: 3.84 eV

CARTESIAN COORDINATES (ANGSTROEM)
S: 0.3618 -1.0476 -1.9362
N: 2.1804 -1.0291 3.2581
C: -1.8422 0.5074 -1.1113
C: -0.4864 0.5687 -1.7981
H: 2.5291 -0.0753 3.1750
H: -0.5656 0.8605 -2.8470
H: 2.9471 -1.5522 2.8444
H: -1.8212 0.6850 -0.0339
H: -2.3054 -0.4678 -1.2684
H: 1.4403 -1.0382 2.5537
H: -2.5546 1.2391 -1.5195
H: 0.1165 1.3495 -1.3168


[9]
DFT (ωB97M-V with the def2-TZVPD basis set) results for a cluster of 2 separate species, C2H8NS in total at a distorted geometry.

Properties
ΔE to the lowest compared entry with this formula, charge and spin: 0.508 eV
E_tot: -14529.5850 eV
Charge: -1
HOMO-LUMO gap: 6.56 eV
LUMO: 3.96 eV

CARTESIAN COORDINATES (ANGSTROEM)
S: -0.4801 2.2868 -0.6227
N: -0.1863 -1.3916 0.2089
C: 0.3493 -1.1835 1.5460
C: 0.6895 -2.2282 -0.6192
H: -0.3264 -0.4596 -0.1698
H: 0.0166 -2.7359 -1.3137
H: 1.2190 -2.9226 0.0285
H: 0.4561 -2.1323 2.0605
H: 1.4528 -1.6590 -1.1614
H: -0.3241 -0.5383 2.1015
H: 1.3683 -0.7613 1.5664
H: -0.7088 3.4304 0.0411


[10]
DFT (ωB97M-V with the def2-TZVPD basis set) results for a cluster of 2 separate species, C2H8NS in total at a distorted geometry.

Properties
ΔE to the lowest compared entry with this formula, charge and spin: 1.214 eV
E_tot: -14524.7027 eV
Charge: -2
HOMO-LUMO gap (spin up / spin down): 2.54 / 7.08 eV
LUMO (spin up / spin down): 6.85 / 6.88 eV
2S+1: 2

CARTESIAN COORDINATES (ANGSTROEM)
S: -0.7021 0.9400 -2.8854
N: 0.2669 -0.6262 -0.1496
C: -0.3896 -1.3285 0.9324
C: 0.7124 0.7014 0.4863
H: -0.9506 -0.6103 1.5338
H: -0.0402 2.1838 -2.8509
H: 0.1953 -2.0646 1.5964
H: -0.1405 1.3147 0.6846
H: -0.2736 -0.2982 -0.8937
H: 1.2092 1.2757 -0.3152
H: 1.3873 0.5038 1.2869
H: -1.2747 -1.9915 0.5745


[11]
DFT (ωB97M-V with the def2-TZVPD basis set) results for the ion C2H8NS with charge +1 at a distorted geometry.

Properties
ΔE to the lowest compared entry with this formula, charge and spin: 1.209 eV
SMILES: [NH3+]CCS
E_tot: -14520.9641 eV
Charge: +1
HOMO-LUMO gap: 8.99 eV
LUMO: -4.25 eV

CARTESIAN COORDINATES (ANGSTROEM)
S: 1.4142 0.4869 -2.0522
N: -0.8679 -0.4976 1.2450
C: 0.3429 -0.4957 0.2570
C: 0.2741 0.7176 -0.6010
H: 0.5269 0.7964 -3.0421
H: 0.6189 1.6004 0.0952
H: 0.3502 -1.4196 -0.3701
H: -0.8905 0.4526 1.6299
H: -0.5939 -1.2904 2.0218
H: -1.7557 -0.5940 0.8133
H: 1.1869 -0.7703 1.0495
H: -0.6060 1.0137 -1.0464


[12]
DFT (ωB97M-V with the def2-TZVPD basis set) results for the ion C2H8NS with charge +1.

Properties
ΔE to the lowest compared entry with this formula, charge and spin: 0.912 eV
E_tot: -14521.2615 eV
Charge: +1
HOMO-LUMO gap: 12.28 eV
LUMO: -4.03 eV

CARTESIAN COORDINATES (ANGSTROEM)
S: -0.8734 -0.7992 -0.0119
N: -2.3458 -0.0746 -0.1683
C: 0.4308 0.4503 -0.0241
C: 1.8107 -0.2221 -0.0099
H: -0.9118 -1.0251 1.3121
H: 2.3967 0.1202 -0.8581
H: -2.4013 0.8809 0.1737
H: -2.6925 -0.1540 -1.1187
H: 0.2704 1.1125 0.8238
H: 1.7448 -1.3094 -0.0800
H: 0.2254 1.0020 -0.9425
H: 2.3460 0.0186 0.9039